82
Properties=species:S:1:pos:R:3:forces:R:3:lowdin_charge:R:1 method="wB97M-V/def2-TZVPD" orbital_gap_ev=8.7 total_energy_ha=-5813.7728 total_charge=+1 homo_ev=-12.43
C -1.2868 1.3880 -3.9535 -0.005 0.104 0.079 -0.11
N -2.6193 1.2713 -3.3783 -0.089 -0.203 0.056 -0.07
C -2.8255 1.4986 -1.9431 0.065 -0.078 0.141 -0.17
C -1.6968 2.2937 -1.3654 -0.002 0.191 0.033 -0.26
N -0.6400 1.7935 -0.8397 0.180 -0.152 -0.071 -0.09
P 0.0123 0.0581 -0.3680 -0.111 -0.076 -0.008 0.92
N -0.8835 -1.0513 -1.2094 -0.155 0.268 -0.139 -0.13
O -0.6894 0.0591 1.0779 0.033 -0.071 -0.006 -0.25
C 0.3932 2.8414 -0.5904 -0.085 0.010 -0.088 -0.16
C -0.4468 4.1038 -0.4756 0.247 0.158 0.157 -0.18
C -1.6175 3.8106 -1.3966 -0.260 -0.235 -0.135 -0.61
Br -3.2830 4.5945 -0.8038 -0.006 0.033 0.025 0.82
H -0.4906 0.8492 -3.4235 0.017 -0.065 0.017 0.06
H -0.9944 2.4406 -4.0183 0.028 -0.075 -0.007 0.08
H -1.3208 1.0075 -4.9727 -0.034 0.035 0.031 0.10
H -3.0403 0.3831 -3.6146 -0.003 0.145 -0.137 0.08
H -2.9226 0.5663 -1.3683 0.025 0.171 -0.103 0.10
H -3.7510 2.0534 -1.7847 0.016 -0.003 -0.035 0.09
H -0.5101 -1.3739 -2.0912 0.090 -0.080 0.060 0.06
H -1.8923 -1.1254 -1.1696 0.083 -0.065 0.042 0.03
H -1.5722 -0.3229 1.1849 0.032 0.057 -0.042 0.05
H 1.0451 2.8513 -1.4681 -0.008 0.014 0.068 0.13
H 1.0101 2.6060 0.2754 -0.155 -0.007 0.069 0.12
H -0.8195 4.2142 0.5444 0.084 0.007 -0.027 0.12
H 0.1166 4.9942 -0.7395 -0.117 0.016 -0.035 0.12
H -1.4858 4.1603 -2.4226 0.072 -0.085 0.023 0.11
C 5.8942 3.7949 2.6044 -0.035 0.022 -0.010 -0.05
C 5.3929 3.0775 1.3756 0.069 -0.070 -0.023 -0.18
O 4.2552 3.7831 0.7855 0.026 0.016 -0.019 0.02
C 4.5551 4.8293 0.0396 -0.135 0.132 -0.075 -0.41
O 5.6287 5.2670 -0.2410 0.017 -0.055 0.051 0.19
C 3.2522 5.4587 -0.5164 0.062 -0.100 0.044 -0.53
F 2.3074 5.5734 0.4325 0.038 0.015 -0.051 0.15
F 2.7424 4.6542 -1.4822 0.004 0.062 0.025 0.13
F 3.4704 6.6477 -1.0436 -0.016 -0.057 0.024 0.20
H 5.0957 3.9067 3.3380 0.012 -0.011 0.009 0.09
H 6.6907 3.2020 3.0528 0.003 0.012 0.010 0.08
H 6.2932 4.7771 2.3553 0.009 -0.013 -0.003 0.08
H 5.0066 2.0920 1.6146 -0.019 0.022 -0.003 0.11
H 6.1650 2.9871 0.6134 -0.011 0.021 0.006 0.12
C -7.0222 -4.0009 -6.1285 0.021 -0.005 0.003 -0.05
C -7.0552 -4.2244 -4.6370 -0.025 0.006 0.060 -0.17
O -6.0996 -3.3495 -3.9576 -0.038 -0.032 -0.036 0.03
C -6.4988 -2.1154 -3.7458 0.113 0.168 0.135 -0.42
O -7.5358 -1.5942 -4.0208 -0.031 -0.094 -0.058 0.19
C -5.3934 -1.3353 -2.9892 -0.129 0.056 -0.041 -0.52
F -4.1717 -1.5287 -3.5386 -0.056 -0.024 0.151 0.13
F -5.3268 -1.7277 -1.7043 0.087 0.019 -0.171 0.15
F -5.6359 -0.0287 -3.0063 0.072 -0.100 0.028 0.17
H -6.0173 -4.1565 -6.5202 -0.007 -0.005 -0.007 0.09
H -7.6906 -4.7160 -6.6081 0.001 0.006 -0.011 0.09
H -7.3584 -2.9973 -6.3843 -0.004 -0.005 0.005 0.08
H -6.7275 -5.2222 -4.3597 0.001 0.003 -0.019 0.13
H -8.0401 -4.0333 -4.2144 0.007 0.000 -0.016 0.13
C -3.5199 -2.4628 1.0206 0.129 0.063 0.011 -0.06
C -2.3486 -3.3541 1.3730 -0.030 -0.074 0.037 -0.19
O -2.2263 -3.4999 2.8035 0.014 0.006 -0.028 0.03
C -3.0511 -4.3823 3.3605 -0.021 -0.050 0.171 -0.39
O -3.8726 -5.0458 2.8051 0.024 0.041 -0.030 0.18
C -2.7780 -4.4714 4.8838 0.002 0.007 -0.048 -0.55
F -2.6697 -3.2527 5.4256 -0.017 -0.054 -0.035 0.17
F -1.6274 -5.1260 5.0909 -0.054 0.035 -0.006 0.17
F -3.7582 -5.1233 5.4907 0.067 0.031 -0.040 0.19
H -3.4373 -1.4998 1.5347 -0.044 0.019 -0.043 0.08
H -3.5494 -2.3041 -0.0597 -0.051 0.002 0.047 0.05
H -4.4635 -2.9158 1.3172 -0.008 -0.006 -0.024 0.09
H -1.3976 -2.9229 1.0677 0.025 -0.019 -0.012 0.11
H -2.4557 -4.3403 0.9231 0.005 0.003 0.011 0.13
C 5.6545 -2.5272 4.4141 0.023 -0.010 -0.006 -0.06
C 6.5423 -1.4698 5.0248 0.000 0.050 0.039 -0.18
O 7.5620 -1.0407 4.0806 -0.007 -0.003 -0.034 0.04
C 7.2019 -0.1447 3.1907 0.144 0.127 -0.159 -0.40
O 6.1314 0.3791 3.0548 -0.067 -0.091 0.092 0.15
C 8.4086 0.2385 2.2937 -0.023 -0.007 0.060 -0.54
F 9.0709 -0.8351 1.8645 -0.041 0.043 0.019 0.18
F 9.2528 1.0124 2.9885 -0.044 -0.046 -0.042 0.17
F 7.9852 0.9289 1.2333 0.029 -0.039 0.059 0.16
H 6.2478 -3.3745 4.0717 -0.009 -0.002 0.004 0.09
H 4.9515 -2.8826 5.1677 -0.007 -0.005 -0.007 0.09
H 5.0869 -2.1254 3.5759 -0.001 0.002 0.007 0.08
H 7.1147 -1.8518 5.8655 -0.010 -0.009 -0.008 0.13
H 5.9789 -0.5921 5.3383 -0.002 -0.013 -0.009 0.13

***

9
Properties=species:S:1:pos:R:3:forces:R:3:nbo_charge:R:1 method="wB97M-V/def2-TZVPD" orbital_gap_ev=10.6 relative_energy_kcal_mol=73.47 total_energy_ha=-250.3452 homo_ev=-9.61
C 0.4118 -0.9531 0.2614 -1.731 3.896 -1.012 -0.41
N -0.7130 1.3622 -0.0209 -0.046 -2.320 2.582 -0.58
N -0.7393 0.1403 0.5094 0.117 -2.071 -0.032 0.08
F -1.9981 -0.7234 -0.0753 0.991 0.935 -0.075 -0.45
H 0.0314 -1.9168 0.1583 -0.987 -1.187 0.102 0.23
H 1.1308 -0.7281 -0.4942 -0.110 0.399 -1.458 0.18
H 0.9889 -0.7720 1.0847 1.194 -0.203 2.710 0.20
H -0.3933 1.5054 -0.9145 0.525 0.455 -2.602 0.35
H -1.3624 1.9859 0.4267 0.048 0.096 -0.214 0.39

***

15
Properties=species:S:1:pos:R:3:forces:R:3:nbo_charge:R:1 method="wB97M-V/def2-TZVPD" orbital_gap_ev=9.2 relative_energy_kcal_mol=125.99 total_energy_ha=-1024.8002 homo_ev=-8.84
C 2.0833 -0.1075 0.8664 0.438 -3.578 -3.218 -0.77
C -1.3026 0.8665 0.3098 -5.749 -1.007 2.580 0.22
C -0.3777 -0.9266 -1.7309 0.415 -1.530 1.276 -0.75
H 3.0191 -0.6399 -0.2832 -2.070 1.715 3.904 0.19
H 1.2191 -1.0342 0.8081 2.849 2.725 0.466 0.26
H 2.4143 0.1435 1.9304 0.249 -0.874 -1.780 0.24
H -0.4678 0.9708 1.8826 0.201 1.260 3.333 0.41
H -3.2709 0.8600 0.7289 0.401 0.181 -0.450 0.35
H 0.6496 -0.4388 -1.6582 -1.410 -0.896 -0.540 0.23
H -0.2904 -2.0842 -1.0330 -0.844 3.903 -2.000 0.23
H -0.7580 -1.1397 -2.7650 0.984 -0.160 0.886 0.23
N -0.1708 0.6892 1.0164 1.424 0.691 -4.404 -0.73
N -2.3545 1.0830 1.1138 2.026 0.160 -1.346 -0.73
S 1.2355 1.3185 0.1450 -0.179 -1.214 1.957 0.37
S -1.6281 0.4394 -1.3311 1.265 -1.376 -0.663 0.25